{
  "formula": "C22H36N2O2",
  "method": "the ωB97M-V functional and the def2-TZVPD basis",
  "symbols": ["O", "O", "N", "N", "C", "C", "C", "C", "C", "C", "C", "C", "C", "C", "C", "C", "C", "C", "C", "C", "C", "C", "C", "C", "C", "C", "H", "H", "H", "H", "H", "H", "H", "H", "H", "H", "H", "H", "H", "H", "H", "H", "H", "H", "H", "H", "H", "H", "H", "H", "H", "H", "H", "H", "H", "H", "H", "H", "H", "H", "H", "H"],
  "positions_angstrom": [[-3.032, -1.136, -0.432], [1.178, 1.811, -0.640], [4.210, 0.107, -0.057], [-4.648, 0.440, -0.424], [-1.090, 0.924, -0.460], [-6.598, -0.698, 0.591], [-8.513, -1.840, -0.704], [5.385, 0.145, 0.803], [-1.715, 3.174, 1.025], [1.653, 0.654, -1.315], [-2.383, 1.107, 0.018], [2.990, 1.032, -1.954], [-0.437, 3.007, 0.534], [-2.696, 2.229, 0.774], [-5.739, -0.475, -0.663], [5.721, -2.337, 0.616], [4.045, 1.288, -0.881], [2.976, -0.182, 0.646], [-7.500, -1.929, 0.432], [-3.368, 0.025, -0.286], [7.594, -0.869, 1.385], [6.389, -0.972, 0.448], [-0.104, 1.871, -0.211], [-7.395, 0.558, 0.941], [6.846, -0.809, -1.001], [1.872, -0.518, -0.354], [-6.864, -2.802, 0.271], [5.987, -0.854, -1.665], [5.891, 1.112, 0.712], [-4.868, 1.414, -0.304], [4.851, -2.403, -0.031], [7.348, 0.146, -1.141], [8.319, -1.646, 1.156], [-9.184, -0.996, -0.567], [-9.114, -2.746, -0.730], [0.332, 3.740, 0.721], [-1.949, 4.048, 1.614], [-7.994, 0.887, 0.095], [3.135, -1.038, 1.303], [7.286, -0.983, 2.422], [5.092, 0.033, 1.853], [0.952, -0.749, 0.184], [6.413, -3.134, 0.353], [8.082, 0.098, 1.278], [-0.896, 0.025, -1.023], [-5.910, -0.909, 1.418], [2.650, 0.675, 1.264], [4.998, 1.517, -1.363], [3.737, 2.163, -0.281], [-8.015, -1.740, -1.665], [-6.730, 1.371, 1.225], [0.941, 0.373, -2.104], [7.539, -1.602, -1.273], [2.164, -1.391, -0.939], [5.404, -2.486, 1.646], [2.863, 1.926, -2.564], [-3.682, 2.360, 1.197], [3.313, 0.209, -2.592], [-5.283, -1.420, -0.968], [-6.352, -0.087, -1.481], [-8.060, 0.362, 1.779], [-8.037, -2.083, 1.371]],
  "nbo_charge": [-0.629, -0.507, -0.474, -0.609, -0.228, -0.218, -0.614, -0.208, -0.196, 0.098, -0.126, -0.406, -0.236, -0.232, -0.230, -0.612, -0.218, -0.217, -0.388, 0.663, -0.604, -0.050, 0.300, -0.615, -0.612, -0.430, 0.205, 0.217, 0.190, 0.396, 0.217, 0.201, 0.209, 0.201, 0.214, 0.223, 0.215, 0.201, 0.206, 0.205, 0.190, 0.222, 0.207, 0.204, 0.233, 0.207, 0.171, 0.204, 0.173, 0.201, 0.202, 0.185, 0.207, 0.216, 0.201, 0.216, 0.206, 0.212, 0.237, 0.191, 0.214, 0.200],
  "smiles": "CC[C@H](C)CNC(=O)c1cccc(OC2CCN(CC(C)(C)C)CC2)c1",
  "e_above_lowest_kj_mol": 105.3,
  "max_force_ev_per_a": 0.7
}

{
  "formula": "C22H36N5O5P",
  "method": "the ωB97M-V functional and the def2-TZVPD basis",
  "symbols": ["P", "O", "O", "O", "O", "O", "N", "N", "N", "N", "N", "C", "C", "C", "C", "C", "C", "C", "C", "C", "C", "C", "C", "C", "C", "C", "C", "C", "C", "C", "C", "C", "C", "H", "H", "H", "H", "H", "H", "H", "H", "H", "H", "H", "H", "H", "H", "H", "H", "H", "H", "H", "H", "H", "H", "H", "H", "H", "H", "H", "H", "H", "H", "H", "H", "H", "H", "H", "H"],
  "positions_angstrom": [[0.048, -1.273, -1.902], [1.165, -0.794, -2.727], [1.439, -4.904, 0.338], [0.367, 3.895, 5.331], [4.089, 1.303, -0.569], [-3.587, -0.574, -3.893], [-0.603, -0.255, -0.770], [-1.218, -1.774, -2.890], [0.470, -2.661, -1.031], [1.332, 0.926, -0.084], [-0.790, 1.749, 0.323], [-3.521, -0.997, -2.549], [-3.121, 1.001, 0.692], [0.112, 3.296, 4.137], [-1.300, -1.288, -4.248], [-0.438, 4.114, 3.148], [-0.224, -3.149, 0.136], [0.799, -3.858, 1.031], [-2.167, 1.871, -0.121], [2.272, -0.158, 0.095], [0.923, 3.122, 6.368], [3.496, 0.042, -0.798], [0.355, 1.958, 3.844], [1.109, -3.730, -1.763], [-0.486, 2.273, 1.600], [2.092, -4.430, -0.823], [1.946, 2.223, 0.109], [3.161, 2.325, -0.824], [-2.510, -2.132, -2.353], [0.048, 1.458, 2.591], [-2.320, -0.156, -4.352], [-0.728, 3.613, 1.899], [-0.008, 0.741, -0.199], [3.188, -0.049, -1.847], [4.259, -0.704, -0.571], [-1.137, 4.269, 1.147], [-1.966, 0.699, -3.752], [2.278, 2.343, 1.149], [-0.310, -0.944, -4.545], [-2.461, 2.920, -0.042], [1.789, -1.103, -0.150], [-2.460, 0.158, -5.388], [-2.406, -2.343, -1.290], [0.261, 2.300, 6.656], [-0.676, -2.305, 0.659], [0.221, 0.412, 2.380], [-2.827, -0.042, 0.608], [1.040, 3.802, 7.211], [0.311, -4.319, 1.892], [-4.137, 1.113, 0.323], [3.684, 3.269, -0.659], [1.237, 3.013, -0.136], [-1.612, -2.116, -4.898], [2.818, 2.269, -1.867], [2.887, -3.724, -0.539], [1.903, 2.721, 6.089], [0.771, 1.292, 4.582], [1.548, -3.129, 1.380], [2.593, -0.163, 1.149], [-2.189, 1.580, -1.173], [2.534, -5.307, -1.298], [-1.005, -3.874, -0.137], [1.632, -3.292, -2.614], [-4.529, -1.324, -2.283], [-3.092, 1.293, 1.740], [-2.868, -3.030, -2.874], [-0.623, 5.149, 3.386], [-3.227, -0.153, -1.911], [0.370, -4.460, -2.126]],
  "nbo_charge": [2.415, -1.133, -0.525, -0.490, -0.524, -0.530, -1.025, -0.807, -0.815, -0.433, -0.480, -0.074, -0.632, 0.291, -0.246, -0.230, -0.248, -0.072, -0.200, -0.270, -0.253, -0.089, -0.289, -0.251, 0.211, -0.071, -0.245, -0.074, -0.242, -0.235, -0.081, -0.244, 0.698, 0.211, 0.191, 0.220, 0.158, 0.196, 0.243, 0.196, 0.253, 0.193, 0.211, 0.176, 0.225, 0.217, 0.222, 0.203, 0.193, 0.215, 0.194, 0.223, 0.186, 0.172, 0.161, 0.177, 0.222, 0.158, 0.184, 0.220, 0.195, 0.178, 0.236, 0.190, 0.210, 0.191, 0.227, 0.164, 0.180],
  "smiles": "CCN(/C(=N/P(=O)(N1CCOCC1)N1CCOCC1)N1CCOCC1)c1ccc(OC)cc1",
  "e_above_lowest_kj_mol": 0.0,
  "max_force_ev_per_a": 1.2
}

{
  "formula": "C22H36O18",
  "method": "the ωB97M-V functional and the def2-TZVPD basis",
  "symbols": ["O", "O", "O", "O", "O", "O", "O", "O", "O", "O", "O", "O", "O", "O", "O", "O", "O", "O", "C", "C", "C", "C", "C", "C", "C", "C", "C", "C", "C", "C", "C", "C", "C", "C", "C", "C", "C", "C", "C", "C", "H", "H", "H", "H", "H", "H", "H", "H", "H", "H", "H", "H", "H", "H", "H", "H", "H", "H", "H", "H", "H", "H", "H", "H", "H", "H", "H", "H", "H", "H", "H", "H", "H", "H", "H", "H"],
  "positions_angstrom": [[-0.722, 0.742, 5.437], [-2.005, -4.320, -2.936], [3.479, -0.030, 0.698], [0.619, 1.600, 3.513], [0.603, 4.475, -2.811], [1.348, 2.388, -2.927], [0.588, -1.665, 1.419], [-2.528, 1.929, 0.510], [-2.541, -2.644, -1.205], [2.205, 1.700, 1.002], [0.281, 3.209, -4.576], [-0.400, -3.371, -1.438], [-1.730, 3.833, 0.926], [0.402, -3.812, 1.796], [3.117, 1.276, -0.973], [-3.128, 2.839, 2.425], [1.255, -0.273, 4.844], [-1.449, -2.541, 1.527], [0.605, -4.118, -2.056], [2.870, 0.985, 0.261], [-1.709, 2.143, -0.647], [4.052, 0.404, -1.538], [-2.491, 2.894, 1.367], [3.461, -1.973, -0.663], [-1.564, 1.842, 5.527], [0.799, 3.411, -3.453], [-1.701, -1.152, 1.692], [0.464, 1.879, -4.947], [-1.690, -3.455, -1.885], [1.141, 1.258, -3.691], [0.318, 0.283, -2.816], [2.537, -0.308, 4.197], [0.371, 0.719, 4.573], [-2.184, -0.736, 3.114], [4.171, -0.684, -0.378], [-3.890, -3.029, -0.912], [-0.107, -2.778, 1.606], [-1.183, 3.475, -0.348], [-0.365, -0.620, 1.190], [-2.564, 2.108, -1.933], [-3.962, -3.412, 0.106], [4.841, 1.024, -1.481], [-2.494, -1.015, 0.984], [0.846, 0.176, -1.868], [2.495, -0.593, 3.130], [-0.497, -0.682, 0.072], [0.997, 1.800, -5.910], [2.424, -1.757, -0.584], [-0.894, 1.340, -0.638], [-1.283, 2.791, 4.944], [-0.137, 0.403, 1.448], [3.160, -1.087, 4.641], [-3.075, -1.287, 3.320], [-3.479, 2.679, -1.830], [-2.947, 1.119, -2.189], [-1.352, -0.999, 3.746], [0.298, -0.713, -3.136], [-4.124, -3.822, -1.593], [-2.340, 0.382, 3.067], [5.255, -0.824, -0.064], [-1.371, 4.153, -1.226], [-0.057, 3.286, -0.303], [0.873, -3.678, -3.043], [2.074, 0.729, -3.988], [3.745, -2.426, -1.559], [-1.839, 2.112, 6.582], [-0.645, 0.710, -2.596], [3.212, 0.501, 4.328], [3.670, -2.630, 0.136], [-0.489, 1.293, -5.147], [1.374, -4.265, -1.291], [-2.530, 1.501, 5.163], [-4.667, -2.182, -1.008], [0.296, -5.110, -2.316], [3.865, 0.084, -2.611], [-1.980, 2.515, -2.773]],
  "mulliken_charge": [-0.296, -0.658, -0.184, -0.536, -0.660, -0.044, -0.480, -0.460, 0.023, -0.551, -0.286, 0.063, -0.313, -0.589, -0.271, -0.661, -0.328, -0.452, -0.928, 0.538, 3.051, -0.563, 0.558, -1.189, -0.665, 0.488, 0.275, -0.510, 0.488, 0.424, -0.348, -0.514, 0.771, -1.136, 0.395, -0.894, 0.472, -0.430, 0.650, -1.857, 0.279, 0.493, 0.473, -0.443, 0.078, -0.641, 0.331, 0.015, -1.547, 0.306, 0.495, 0.322, 0.344, 0.491, 0.251, 0.363, 0.776, 0.462, -0.050, 0.264, 0.334, 0.298, 0.290, 0.170, 0.468, 0.274, -0.087, 0.362, 0.484, 0.256, 0.283, 0.275, 0.251, 0.385, 0.143, 0.358],
  "smiles": "C[C@H]1COC(=O)O1.C[C@H]1COC(=O)O1.C[C@H]1COC(=O)O1.C[C@H]1COC(=O)O1.COC(=O)OC.COC(=O)OC",
  "e_above_lowest_kj_mol": 555.4,
  "max_force_ev_per_a": 9.0
}

{
  "formula": "C22H37BrFN7O2Si",
  "method": "the ωB97M-V functional and the def2-TZVPD basis",
  "symbols": ["Br", "Si", "F", "O", "O", "N", "N", "N", "N", "N", "N", "N", "C", "C", "C", "C", "C", "C", "C", "C", "C", "C", "C", "C", "C", "C", "C", "C", "C", "C", "C", "C", "C", "C", "H", "H", "H", "H", "H", "H", "H", "H", "H", "H", "H", "H", "H", "H", "H", "H", "H", "H", "H", "H", "H", "H", "H", "H", "H", "H", "H", "H", "H", "H", "H", "H", "H", "H", "H", "H", "H"],
  "positions_angstrom": [[-2.366, 2.397, -1.227], [1.160, 0.553, 0.618], [3.518, 0.727, -0.732], [-0.968, -3.248, 2.577], [1.112, -2.675, 2.968], [-4.929, 3.876, 1.394], [1.709, 2.155, 3.592], [-5.015, 0.253, -2.674], [0.977, 3.738, -3.138], [-1.993, -0.857, -4.658], [0.258, -8.294, 5.367], [3.204, -2.170, -3.467], [-6.033, 4.950, -0.702], [-0.425, 0.386, -0.425], [5.236, -0.784, -2.608], [1.762, -1.188, 1.109], [2.894, 2.860, 0.277], [-5.311, -0.570, -1.941], [-1.521, 1.323, 0.167], [1.624, -1.371, 2.641], [2.432, 1.573, -0.397], [4.094, -1.563, -3.090], [0.629, -6.232, 3.817], [4.169, 2.217, 4.449], [-1.026, -1.350, -4.314], [0.441, 3.068, -3.892], [-0.230, 2.195, -4.854], [-5.412, 4.345, 0.477], [0.420, -7.391, 4.688], [-0.205, -2.621, 3.213], [2.786, 2.180, 3.969], [0.231, -1.955, -3.862], [-5.682, -1.626, -0.996], [-2.529, 0.452, 0.920], [-6.717, -1.919, -1.159], [4.357, 1.365, 5.099], [-1.998, -0.070, 1.720], [2.036, 3.341, 0.739], [-5.038, -2.492, -1.140], [5.187, -0.695, -1.525], [-0.276, -5.631, 3.755], [0.101, -3.027, -3.730], [1.011, -1.781, -4.597], [-2.893, -0.310, 0.231], [3.663, 2.630, 1.012], [6.163, -1.279, -2.888], [1.954, 1.852, -1.340], [-0.793, -0.641, -0.391], [4.340, 3.136, 5.006], [5.213, 0.211, -3.047], [0.533, -1.514, -2.915], [-5.569, -1.263, 0.024], [-1.092, 2.018, 0.879], [-0.733, 1.381, -4.336], [-0.250, 0.623, -1.474], [-0.626, -1.959, 3.983], [1.436, -5.619, 4.215], [2.795, -1.318, 0.793], [-0.966, 2.756, -5.426], [-3.326, 1.055, 1.348], [0.506, 1.775, -5.538], [-6.858, 5.590, -0.396], [3.299, 3.538, -0.471], [1.140, -1.907, 0.575], [4.854, 2.180, 3.603], [-5.297, 5.546, -1.239], [0.928, -0.613, 3.007], [0.812, 1.288, 1.821], [0.899, -6.567, 2.818], [2.600, -1.202, 3.086], [-6.409, 4.170, -1.360]],
  "mulliken_charge": [-0.233, -0.325, -0.313, -0.455, -0.308, -0.390, -0.381, -0.358, -0.426, -0.443, -0.348, -0.445, -0.779, -0.217, -0.733, -0.604, -1.439, 0.352, 0.185, -0.714, 1.000, 0.442, -0.503, -1.003, 0.325, 0.322, -0.375, 0.353, 0.186, 0.058, 0.436, -0.434, -0.802, -1.297, 0.331, 0.297, 0.192, 0.414, 0.261, 0.165, 0.139, 0.376, 0.336, 0.321, 0.282, 0.349, -0.228, 0.484, 0.347, 0.257, -0.093, 0.252, 0.300, -0.131, 0.052, 0.498, 0.237, 0.425, 0.301, 0.439, 0.299, 0.333, 0.374, 0.473, 0.286, 0.248, 0.415, -0.200, 0.283, 0.305, 0.250],
  "smiles": "C[C@H](Br)C[Si@@H](CCOC=O)[C@@H](C)F.CC#N.CC#N.CC#N.CC#N.CC#N.CC#N.CC#N",
  "max_force_ev_per_a": 2.4,
  "e_tot_ev": -118574.6694
}

| no. | M (g mol⁻¹) |
| --- | --- |
| 1 | 360.54 |
| 2 | 481.53 |
| 3 | 588.51 |
| 4 | 558.57 |